Record 1
DFT (ωB97M-V/def2-TZVPD) results for a structure of composition C7H13N2O8P2V.

frontier orbital gap = 7.7 eV
charge = +2

Atoms and positions in Å:
H -0.70 1.43 3.23
O 0.10 -0.49 -1.45
O -0.09 -0.32 1.61
H -2.37 1.02 3.40
C 2.79 -0.50 -0.92
N -2.31 -0.83 1.62
H 3.57 1.33 0.09
O -0.70 1.49 0.10
H 2.66 0.18 2.34
H -1.06 -0.56 -4.52
C 3.10 0.36 0.17
O -0.41 -0.30 -3.85
O -0.28 3.82 -1.05
O 1.37 1.86 -0.84
C 2.62 -0.24 1.35
C -2.20 -1.97 0.70
H -2.91 -2.73 1.01
P -1.00 0.09 -2.46
C 2.17 -1.65 -0.39
O -2.38 -0.20 -2.14
C 2.05 -1.49 1.00
H 1.77 -2.47 -0.97
C -1.31 -0.09 2.03
H -3.23 -0.62 1.97
V 0.85 0.22 0.04
P -0.10 2.30 -1.05
H 1.56 -2.17 1.67
H 2.97 -0.29 -1.96
H -1.20 -2.39 0.76
H -0.81 4.28 -1.71
H -2.42 -1.65 -0.32
N -1.48 0.87 2.94
O -0.64 1.71 -2.41

Record 2
DFT (ωB97M-V/def2-TZVPD) results for the ion C7H13N2S with charge +1 at a distorted geometry.

frontier orbital gap = 8.2 eV
relative energy (zero: lowest compared OMol25 entry of this formula, charge and spin) = 202.4 kJ/mol
SMILES = CC[C@@H]1C(=[NH2+])NC(=S)[C@H]1C
charge = +1

Atoms and positions in Å:
C 1.44 0.29 0.83
H 2.44 -1.38 -0.36
N 0.10 2.57 -0.75
H -1.07 -1.64 -1.69
C 2.36 -0.98 0.66
H 0.73 0.12 -1.10
H -2.40 2.13 -0.48
H -0.30 3.44 -0.88
H 1.07 2.64 -0.91
N -1.77 1.43 -0.12
H 2.05 1.18 0.82
C -1.01 -2.02 -0.65
H -0.82 -0.87 1.44
C -0.47 1.48 -0.38
H 1.99 -1.87 1.26
H -2.00 -2.41 -0.56
H -0.35 -2.91 -0.64
C -0.71 -0.83 0.30
C -2.26 0.23 0.21
C 0.30 0.23 -0.17
H 3.38 -0.84 0.95
H 1.00 0.33 1.84
S -3.69 -0.30 0.40

Record 3
DFT (ωB97M-V/def2-TZVPD) results for the molecule C7H13N3 at a distorted geometry.

frontier orbital gap = 9.9 eV
relative energy (zero: lowest compared OMol25 entry of this formula, charge and spin) = 378.4 kJ/mol
SMILES = [H]/N=C/[C@@H]1CCC[C@H](/C=N/[H])N1

Atoms and positions in Å:
C 2.36 -1.05 0.09
H -2.27 -0.39 -1.54
C 0.01 1.77 -0.64
H -1.64 -0.20 1.54
H 0.02 2.88 -0.80
H -2.15 1.94 -0.27
N 3.52 -0.96 -0.44
H 2.05 1.28 -0.76
H 1.87 2.00 0.57
N -3.40 -1.46 -0.05
C 1.26 0.02 0.59
C -1.44 0.01 0.54
C -1.18 1.59 0.36
C -2.44 -0.62 -0.47
H -4.01 -1.73 -0.87
N -0.01 -0.60 0.13
H -0.06 1.17 -1.53
H -1.10 2.10 1.35
H 1.92 -2.05 0.32
H 1.41 -0.15 1.73
C 1.30 1.29 -0.02
H 3.81 -2.12 -0.41
H 0.09 -1.66 0.51

Record 4
DFT (ωB97M-V/def2-TZVPD) results for a cluster of 2 separate species, C7H13N3O in total at a distorted geometry.

frontier orbital gap = 9.2 eV
relative energy (zero: lowest compared OMol25 entry of this formula, charge and spin) = 153.2 kJ/mol
SMILES = CCc1c[nH]cn1.CC(N)=O

Atoms and positions in Å:
H -2.96 -1.57 0.02
H 3.58 1.97 -0.30
H 3.62 -0.58 1.13
H -1.86 -0.36 2.33
H -1.05 1.98 0.98
C -2.93 -1.62 -1.03
C 2.86 0.15 0.85
H -1.22 0.47 0.44
N 2.87 1.35 0.05
O -1.42 -0.27 -2.35
H -0.61 -3.03 -1.03
C -1.34 0.59 2.54
C 1.57 1.82 0.01
N 1.62 -0.08 1.22
N -0.57 -2.09 -1.43
H -3.07 -2.73 -1.38
C -0.64 1.01 1.10
C 0.79 0.99 0.80
C -1.57 -1.23 -1.63
H -2.10 1.40 2.63
H 0.24 -1.90 -1.94
H -3.71 -1.15 -1.55
H 1.31 2.63 -0.65
H -0.68 0.50 3.30

Record 5
DFT (ωB97M-V/def2-TZVPD) results for the molecule C7H13N3O2S at a distorted geometry.

frontier orbital gap = 9.1 eV
relative energy (zero: lowest compared OMol25 entry of this formula, charge and spin) = 168.4 kJ/mol
SMILES = CC(C)CS(=O)(=O)n1cc(N)cn1

Atoms and positions in Å:
H -2.98 1.58 1.01
H -5.14 -1.57 0.47
N -1.66 -0.59 -1.13
C -3.47 -0.36 0.14
H 2.46 -1.78 1.14
N -1.59 0.56 -0.46
C 1.14 -0.26 -0.52
H 3.98 -1.15 0.78
N -4.60 -0.77 0.87
H -2.96 -2.01 -1.38
C 3.01 -1.17 0.36
H 3.13 -1.79 -0.51
C 2.29 0.06 0.35
H 3.45 1.69 0.76
O 0.09 2.29 -1.47
H 2.57 1.88 -0.91
C -2.72 0.75 0.36
H 3.91 0.78 -0.73
S -0.09 1.37 -0.36
C -2.83 -1.13 -0.89
H 1.84 0.37 1.29
H -4.88 -0.39 1.77
H 1.38 -0.35 -1.62
O 0.03 1.89 0.97
H 0.52 -1.13 -0.15
C 3.12 1.22 -0.15

Record 6
DFT (ωB97M-V/def2-TZVPD) results for the molecule C7H13N3O3 at a distorted geometry.

frontier orbital gap = 9.8 eV
relative energy (zero: lowest compared OMol25 entry of this formula, charge and spin) = 536.9 kJ/mol
SMILES = CCOC(=O)N1CCN(N=O)CC1

Atoms and positions in Å:
N -4.10 -0.09 -0.35
H 0.06 -1.54 0.49
H -2.49 -2.05 0.01
N -2.86 0.06 0.11
H -1.25 1.61 -1.19
O 1.89 -0.21 0.24
H -0.82 2.60 0.38
H 3.01 -0.31 -1.78
O -4.28 -1.22 -0.73
C 4.01 -1.23 0.10
N -0.23 0.62 0.16
H -3.36 2.14 0.57
C -0.74 -0.70 0.54
C 3.25 -0.08 -0.57
C -1.16 1.68 -0.06
H 3.47 -2.28 0.09
O 1.35 1.89 -0.80
H 3.70 1.00 -0.41
H 4.12 -0.97 1.28
C -1.97 -1.06 -0.27
H -1.01 -0.78 1.58
H 5.08 -1.35 -0.28
C -2.48 1.36 0.63
H -2.32 1.12 1.75
C 1.05 0.89 -0.16
H -1.91 -1.13 -1.31

Record 7
DFT (ωB97M-V/def2-TZVPD) results for the ion C7H13N4O with charge +1 at a distorted geometry.

frontier orbital gap = 9.0 eV
relative energy (zero: lowest compared OMol25 entry of this formula, charge and spin) = 326.2 kJ/mol
SMILES = [H]/N=C(\O)[C@@H](C)/C(N)=[NH+]\C=C/N=C
charge = +1

Atoms and positions in Å:
H -1.85 0.47 -0.90
H -2.47 0.65 1.54
N 1.11 1.10 0.35
C -1.40 0.98 1.21
C -1.36 -1.20 0.09
H 1.52 0.34 2.31
H -1.40 2.04 1.20
H 1.97 -0.44 -2.54
C 1.37 0.04 1.18
H -0.63 0.65 2.03
H 2.10 -1.90 1.28
H -1.52 -2.87 -1.02
H 1.70 1.94 0.22
H 0.44 -0.72 -1.57
H -0.66 1.29 -2.33
C 1.46 -0.65 -1.57
C 0.18 0.87 -0.57
C -1.14 0.30 -0.10
O -1.44 -1.71 1.34
C 1.76 -1.12 0.69
N 2.17 -0.94 -0.56
H 0.81 2.31 -1.83
N -0.01 1.71 -1.65
N -1.37 -1.86 -1.02
H -1.34 -1.26 2.21

Record 8
DFT (ωB97M-V/def2-TZVPD) results for the ion C7H13N4O with charge +1 at a distorted geometry.

frontier orbital gap (alpha / beta) = 7.0 / 5.6 eV
relative energy (zero: lowest compared OMol25 entry of this formula, charge and spin) = 334.3 kJ/mol
2S+1 = 3
charge = +1

Atoms and positions in Å:
C -0.74 0.11 -0.90
C 1.65 -0.33 0.02
H -3.03 -1.15 0.81
H -2.09 0.71 -2.49
H -3.10 -0.97 -0.97
C 0.87 1.84 -1.00
H 2.83 2.05 -0.75
H -0.24 0.40 -2.87
H -0.20 0.93 1.53
H 1.63 -1.39 -0.34
H -1.28 -1.01 -2.70
C 1.46 -1.65 2.11
N 1.17 -0.56 1.52
H -0.03 2.43 -1.34
H 2.34 -3.01 3.27
O 1.96 2.56 -0.90
C -1.10 0.05 -2.33
H 2.59 0.07 -0.05
H 0.45 0.60 3.05
C -2.84 -0.46 -0.04
N -1.49 -0.08 0.10
N 1.48 -2.72 2.71
C 0.59 0.59 -0.61
H -3.48 0.44 0.10
N 0.61 0.53 2.06

Record 9
DFT (ωB97M-V/def2-TZVPD) results for the molecule C7H13NO at a distorted geometry.

frontier orbital gap = 9.3 eV
relative energy (zero: lowest compared OMol25 entry of this formula, charge and spin) = 286.3 kJ/mol
SMILES = C[C@@]12CN1CCC[C@@H]2O

Atoms and positions in Å:
C 1.32 -0.16 1.42
N 0.64 -0.23 -1.05
H -2.14 -0.69 -1.30
H 1.98 1.37 -1.59
H -0.20 -1.98 -1.75
C 0.92 0.51 0.12
C 1.90 0.48 -1.03
O -0.75 2.13 -0.78
H -1.36 -0.16 1.62
C -1.58 -0.89 -0.38
C -0.39 1.31 0.28
H -0.83 1.62 -1.58
H 0.20 -2.04 0.01
H -2.17 -1.75 0.03
H 2.74 -0.12 -0.97
H -2.46 0.84 0.69
C -1.51 0.28 0.61
C -0.18 -1.44 -0.81
H 0.43 -0.68 1.90
H 1.69 0.61 2.14
H -0.32 1.95 1.14
H 2.09 -0.96 1.28

Record 10
DFT (ωB97M-V/def2-TZVPD) results for the molecule C7H13NO at a distorted geometry.

frontier orbital gap (alpha / beta) = 8.3 / 8.3 eV
relative energy (zero: lowest compared OMol25 entry of this formula, charge and spin) = 536.2 kJ/mol

Atoms and positions in Å:
H -0.58 -0.22 -2.05
H -1.94 -2.15 0.77
O 1.33 -1.68 -0.31
H -0.95 1.36 -1.55
H 0.91 1.71 -0.31
C -1.16 -0.33 0.05
H 3.16 1.11 0.89
H -0.91 1.12 1.63
H 3.59 -0.43 1.31
C -1.72 -1.66 -0.18
H 1.53 0.97 -1.80
N 0.80 -1.03 0.74
H 3.94 0.26 -0.32
C -1.70 0.40 1.24
C 1.72 -0.32 -0.03
C 3.13 0.10 0.43
H -2.53 1.07 0.85
C 1.01 0.76 -0.96
H -2.11 -0.40 1.95
C -0.52 0.41 -1.18
H -1.11 -2.44 -0.85
H -2.73 -1.66 -0.78

Record 11
DFT (ωB97M-V/def2-TZVPD) results for a cluster of 4 separate species, C7H13NO in total at a distorted geometry.

frontier orbital gap = 9.4 eV
relative energy (zero: lowest compared OMol25 entry of this formula, charge and spin) = 505.6 kJ/mol

Atoms and positions in Å:
H -2.68 -0.53 0.57
H 1.88 1.97 -0.78
H 0.16 -1.81 -1.84
N 1.09 1.39 -1.03
C -0.92 0.26 -0.41
C -1.01 -1.28 1.56
H 2.01 -0.86 -1.52
H 0.76 0.82 2.05
H -1.24 1.57 -2.03
C 0.49 1.60 1.35
H 1.26 2.36 1.42
H 2.45 -2.48 -0.78
H -0.35 -1.15 -1.56
C -1.60 -0.54 0.63
H -2.69 0.55 -1.54
C 0.37 1.06 -0.05
C -1.68 0.88 -1.34
O 1.82 -1.05 0.44
H 0.06 -1.32 1.67
H -1.58 -1.94 2.20
H -0.45 2.06 1.69
C 1.86 -1.56 -0.68

Record 12
DFT (ωB97M-V/def2-TZVPD) results for a cluster of 2 separate species, C7H13NO2 in total at a distorted geometry.

frontier orbital gap = 9.5 eV
relative energy (zero: lowest compared OMol25 entry of this formula, charge and spin) = 387.7 kJ/mol
SMILES = C=C[C@@](N)(O)C(=C)C.C=O

Atoms and positions in Å:
C 0.27 0.11 -2.28
C 0.48 0.68 -0.91
H 0.51 -2.00 -0.28
C -0.45 -1.96 0.23
O -0.64 1.65 1.03
H 1.82 1.55 0.47
H -0.92 -2.90 0.44
C 1.00 -0.78 2.32
H -1.95 1.34 -1.64
H 1.22 -0.08 -2.78
C -0.73 0.74 -0.01
H 1.77 -0.93 1.55
H 2.54 1.04 -1.14
H -0.01 1.33 1.74
C 1.67 1.10 -0.50
O 0.80 0.34 2.78
C -0.92 -0.81 0.71
H -0.31 0.81 -2.88
H 0.64 -1.67 2.85
H -1.83 -0.80 1.30
H -0.31 -0.81 -2.25
H -2.72 1.09 -0.07
N -1.94 0.97 -0.70

Record 13
DFT (ωB97M-V/def2-TZVPD) results for a cluster of 2 separate species, C7H13NO2 in total at a distorted geometry.

frontier orbital gap = 8.9 eV
relative energy (zero: lowest compared OMol25 entry of this formula, charge and spin) = 448.7 kJ/mol
SMILES = C=C=C(O)O.CN=C(C)C

Atoms and positions in Å:
H 2.54 0.93 1.16
H 1.98 -0.09 2.42
C -1.35 1.04 -0.16
H 1.77 1.38 -0.94
C 1.11 -0.24 0.46
H -0.22 2.57 -0.75
H -3.08 0.37 -1.71
H -1.60 3.06 0.35
C -2.15 -0.03 -0.02
C 1.53 0.26 -0.91
N 0.59 -1.41 0.70
H 0.79 0.13 -1.81
H -0.04 -1.79 -1.30
C -1.11 2.31 -0.33
H 1.09 1.40 1.93
O -2.15 -1.00 0.95
H 1.02 -2.96 -0.49
H -0.63 -2.74 0.09
C 0.23 -2.26 -0.36
O -3.12 -0.23 -0.94
H -1.24 -1.06 1.35
C 1.68 0.53 1.60
H 2.38 -0.17 -1.31

Record 14
DFT (ωB97M-V/def2-TZVPD) results for a cluster of 3 separate species, C7H13NO2 in total at a distorted geometry.

frontier orbital gap (alpha / beta) = 10.1 / 6.9 eV
2S+1 = 2
charge = +1

Atoms and positions in Å:
C 0.69 0.48 -1.31
H -0.02 -1.86 -2.33
C 1.07 1.65 -0.67
H 0.11 1.08 2.52
H 1.70 -0.76 2.01
H -0.10 -2.59 -0.79
C 0.14 0.89 1.47
O -1.95 1.09 -2.04
O 1.89 -1.67 1.79
H 1.37 2.67 1.12
H 1.33 2.52 -1.27
H -2.70 1.61 -1.68
C -0.46 -1.70 -1.34
N -1.15 -1.06 1.46
C 0.97 1.73 0.73
H -1.62 -1.81 0.96
H 0.83 0.37 -2.37
C -0.41 -0.21 0.71
H -1.52 -0.86 2.38
H -1.61 1.41 -2.87
C -0.06 -0.47 -0.62
H 1.06 -1.99 1.45
H -1.54 -1.77 -1.43

Record 15
DFT (ωB97M-V/def2-TZVPD) results for a cluster of 2 separate species, C7H13NO3 in total at a distorted geometry.

frontier orbital gap = 9.6 eV
relative energy (zero: lowest compared OMol25 entry of this formula, charge and spin) = 648.8 kJ/mol

Atoms and positions in Å:
H -0.17 0.51 1.84
C -0.29 0.33 0.73
O -2.68 0.24 1.53
H 2.10 0.32 -1.75
H 0.19 -1.89 1.11
C 2.01 -0.67 0.50
H 2.44 -0.25 1.44
N -0.08 1.54 -0.14
H 1.61 2.48 -0.82
O -2.23 -0.42 -0.60
H -4.01 -1.42 -0.13
H -4.01 -1.26 -1.64
H -4.14 0.47 -0.71
H 0.33 -1.21 -0.94
H 3.36 0.74 -0.16
C 1.34 1.74 -0.07
H -0.40 1.42 -1.06
C 2.28 0.57 -0.51
H 1.59 1.85 0.88
O 2.55 -1.76 0.04
C 0.37 -0.83 0.46
H 3.50 -1.93 0.19
C -3.63 -0.66 -0.84
C -2.01 0.10 0.63

Record 16
DFT (ωB97M-V/def2-TZVPD) results for a cluster of 2 separate species, C7H13NOS2 in total at a distorted geometry.

frontier orbital gap (alpha / beta) = 5.9 / 7.7 eV
relative energy (zero: lowest compared OMol25 entry of this formula, charge and spin) = 0.0 kJ/mol
2S+1 = 3

Atoms and positions in Å:
S -2.01 0.45 -1.81
C 0.51 -0.88 1.09
H -4.53 -0.61 -0.93
H 3.32 -0.49 0.06
H 0.57 3.07 1.44
H 0.54 1.34 -0.57
C 0.74 1.97 1.54
C 2.36 -0.65 -1.77
N 1.42 -0.19 0.51
C -1.97 0.20 -0.16
H 1.52 1.91 2.25
S -3.12 -0.27 0.87
C -4.60 -1.01 0.07
H -5.60 -0.69 0.51
O 0.10 -1.88 1.59
H -0.21 1.50 2.00
H 2.79 -1.48 -2.37
H 2.24 -1.95 -0.03
H 1.37 -0.35 -2.08
H 3.18 0.10 -2.15
H -4.47 -2.08 0.04
H 2.16 1.58 -0.09
C 2.46 -0.90 -0.29
C 1.21 1.30 0.28

Record 17
DFT (ωB97M-V/def2-TZVPD) results for a cluster of 2 separate species, C7H13O in total at a distorted geometry.

frontier orbital gap = 4.0 eV
relative energy (zero: lowest compared OMol25 entry of this formula, charge and spin) = 572.4 kJ/mol
charge = -1

Atoms and positions in Å:
C 1.56 -1.60 -1.98
C -1.93 0.74 1.86
H 1.46 -0.84 1.47
H -2.22 1.76 -0.15
H 2.43 -2.24 -2.10
C 1.80 -1.44 0.50
H -0.90 -0.92 -0.09
H -2.32 -0.25 1.42
H 1.65 0.41 -1.86
O -2.90 1.40 2.52
H 0.66 0.80 0.76
H 2.89 -1.65 0.26
C -1.39 1.65 0.63
H 0.66 -1.58 -2.76
H 0.38 1.75 -0.68
C -0.17 -0.41 -0.74
H -0.48 -0.52 -1.78
C -0.09 1.01 0.00
H -1.08 0.34 2.54
H -1.18 2.69 0.89
C 1.16 -1.10 -0.73

Record 18
DFT (ωB97M-V/def2-TZVPD) results for the ion C7H13O with charge -1 at a distorted geometry.

frontier orbital gap = 4.6 eV
relative energy (zero: lowest compared OMol25 entry of this formula, charge and spin) = 126.3 kJ/mol
charge = -1

Atoms and positions in Å:
H -0.98 2.68 0.32
C 0.94 -0.64 -0.58
C -1.05 1.60 0.53
H -0.13 1.43 1.09
H 3.43 -2.74 0.10
C -2.27 1.45 1.44
O -2.24 0.16 2.12
H 3.78 -1.86 -1.35
H 1.28 -2.59 -1.46
H 1.38 0.16 0.00
H -0.86 1.65 -1.58
C 3.13 -1.85 -0.47
H -2.37 2.17 2.25
C -0.38 -0.39 -1.03
H -0.86 -1.30 -1.39
H 3.40 -0.97 0.11
H -2.14 0.80 -1.18
C -1.09 0.85 -0.81
C 1.65 -1.80 -0.84
H -3.22 1.45 0.90
H -1.40 -0.26 1.84

Record 19
DFT (ωB97M-V/def2-TZVPD) results for a structure of composition C7H13O5Rb2 at a distorted geometry.

frontier orbital gap (alpha / beta) = 3.1 / 8.8 eV
2S+1 = 2

Atoms and positions in Å:
C 0.56 3.06 -2.89
O 1.47 0.53 -0.25
O -0.41 1.46 0.49
H -0.92 -4.23 3.67
C 0.05 -2.64 1.63
C -0.21 -4.11 1.68
Rb -2.87 0.47 1.79
H -1.36 -5.72 2.78
H 1.58 4.49 -1.83
H -2.20 -4.29 2.51
C 0.65 0.84 0.67
H 1.20 3.04 -0.71
O 0.30 -4.85 0.89
C -0.82 3.67 -2.94
Rb -0.16 -0.74 -2.26
O 0.98 0.35 1.82
H -0.43 -2.06 0.84
O 0.89 2.09 -3.63
H 1.72 -0.01 1.31
H -0.80 4.76 -2.93
H 2.40 2.94 -1.90
H -1.27 3.41 -1.98
C 1.43 3.41 -1.71
C -1.19 -4.65 2.70
H -1.37 3.26 -3.78
H -0.33 -2.09 2.50
H 1.10 -2.38 1.53

Record 20
DFT (ωB97M-V/def2-TZVPD) results for the molecule C7H13PS at a distorted geometry.

frontier orbital gap = 9.0 eV
relative energy (zero: lowest compared OMol25 entry of this formula, charge and spin) = 113.8 kJ/mol
SMILES = S=[P@H]1CC/C=C\CCC1

Atoms and positions in Å:
H 1.16 -1.63 -0.40
H 2.46 0.61 -1.49
H 0.26 1.35 -2.26
C 0.44 1.22 -1.20
C 1.63 0.71 -0.83
C -1.82 0.80 -0.33
C 1.18 -1.24 0.60
H -2.50 1.22 0.54
C 1.88 0.14 0.53
H -0.65 -0.79 1.87
H 3.06 -0.07 0.56
H 1.74 -1.96 1.22
C -0.35 -1.37 1.06
H -0.11 1.46 0.66
H -0.81 2.73 -0.19
H -0.88 -1.38 -1.41
H -0.47 -2.37 1.35
P -1.56 -0.96 -0.20
H 1.62 0.67 1.41
S -3.35 -1.80 0.10
H -2.29 1.00 -1.35
C -0.64 1.65 -0.23

Record 21
DFT (ωB97M-V/def2-TZVPD) results for a cluster of 2 separate species, C7H14 in total.

frontier orbital gap = 9.9 eV
relative energy (zero: lowest compared OMol25 entry of this formula, charge and spin) = 162.0 kJ/mol
SMILES = C/C=C\C.C=CC

Atoms and positions in Å:
C 0.82 -1.83 -0.69
H -2.57 -1.18 1.09
H -1.81 0.33 1.64
H -2.18 -0.63 -1.28
C 2.40 -0.40 0.62
C 1.92 -1.08 -0.63
C -0.21 1.93 0.05
H 0.83 2.10 -0.26
H 2.52 -0.94 -1.53
H 3.13 -1.02 1.15
H -0.72 2.90 0.01
C -2.43 -0.12 0.85
H 0.49 -2.30 -1.61
H -0.20 1.60 1.09
H -0.52 0.91 -1.89
H 2.88 0.56 0.40
H -3.41 0.36 0.90
H 1.56 -0.21 1.30
C -0.87 0.93 -0.86
H 0.19 -1.96 0.18
C -1.82 0.05 -0.52